[1]
ORCA calculation (the ωB97M-V functional and the def2-TZVPD basis) on C19H17Cl2N4RhS as an isolated structure.

Geometry (Å):
Rh 0.178 0.112 0.258
N 0.926 1.092 2.653
C 3.110 1.002 0.729
C 4.457 0.751 0.634
C 5.178 1.593 -0.199
C 4.540 2.664 -0.818
C 3.188 2.906 -0.634
C 2.415 2.041 0.145
C 0.961 2.229 0.417
C 0.215 3.105 -0.437
C -0.925 3.720 -0.033
C -1.382 3.528 1.296
C -0.741 2.688 2.148
C 0.424 1.966 1.732
H 1.022 0.063 -0.990
H 3.012 0.348 2.879
H 4.908 -0.083 1.155
H 6.233 1.417 -0.360
H 5.115 3.334 -1.443
H 2.731 3.777 -1.084
H 0.581 3.254 -1.445
H -1.484 4.345 -0.716
H -2.274 4.041 1.632
H -1.099 2.517 3.155
N -2.752 -2.149 -1.034
C -2.017 -1.168 -1.557
N -1.284 -1.445 -2.637
S -2.022 0.402 -0.875
H -2.599 -3.109 -1.306
H -3.207 -1.964 -0.158
H -1.093 -2.404 -2.896
H -0.638 -0.735 -2.934
Cl 2.013 0.051 1.749
C 3.633 -2.790 1.284
C 3.379 -3.429 0.295
C 3.155 -4.233 -0.855
C 1.950 -4.502 -1.408
C 0.672 -3.967 -1.080
Cl -0.744 -4.716 -1.838
C 0.422 -2.859 -0.341
N 0.163 -1.904 0.290
H 3.831 -2.297 2.206
H 4.030 -4.696 -1.291
H 1.942 -5.207 -2.232

Computed properties:
* E_HOMO (alpha / beta): -0.250 / -0.250 Ha
* relative energy (zero: lowest compared OMol25 entry of this formula, charge and spin): 9.007 eV
* HOMO-LUMO gap (alpha / beta): 6.571 / 6.573 eV

Formally, the natural (NBO) partial charges of the atoms, in units of the elementary charge, are as follows: 0.287, -0.592, 0.028, -0.234, -0.210, -0.184, -0.199, -0.069, -0.287, -0.118, -0.272, -0.151, -0.259, 0.210, 0.075, -0.147, 0.247, 0.225, 0.221, 0.223, 0.218, 0.222, 0.220, 0.232, -0.773, 0.366, -0.777, -0.261, 0.411, 0.421, 0.411, 0.421, 0.799, -0.315, 0.012, -0.384, -0.131, -0.356, -0.066, 0.385, -0.526, 0.231, 0.228, 0.218

=====

[2]
ORCA calculation (the ωB97M-V functional and the def2-TZVPD basis) on one molecule with the formula C19H17F3N6O3S at a distorted geometry.

Geometry (Å):
O -1.797 -2.975 -0.668
O 0.838 -1.836 -4.803
O 3.171 -2.447 -4.266
F -3.097 3.162 1.574
F -2.499 3.410 3.689
F -1.045 2.589 2.217
N 1.492 -0.304 3.872
N 2.878 -0.454 -0.379
C -1.712 -2.123 0.179
C 1.269 -0.997 2.774
C 2.157 0.848 3.477
C 2.351 0.827 2.130
C 2.892 -0.761 -1.668
C 1.752 -0.747 0.310
C -3.888 -0.493 4.207
C -3.691 -1.492 3.250
C -3.389 0.796 4.055
C -2.657 0.216 1.857
C 0.637 -1.548 -1.633
C 0.603 -1.267 -0.269
C -3.062 -1.138 2.037
C -2.813 1.146 2.860
C 1.799 -1.296 -2.307
N -0.593 -1.363 0.487
N -2.709 -2.175 1.127
N 1.759 -0.342 1.650
N 2.627 0.037 -4.524
C -2.358 2.579 2.592
C 1.187 1.958 -3.654
C 2.051 2.511 -4.835
C 1.572 1.060 -4.803
S 2.046 -1.515 -4.046
H 0.835 -1.996 2.717
H 2.528 1.535 4.196
H 2.826 1.581 1.516
H 3.755 -0.456 -2.231
H -4.390 -0.749 5.115
H -3.995 -2.511 3.415
H -3.549 1.493 4.849
H -2.168 0.519 0.909
H -0.214 -1.978 -2.204
H -0.569 -0.927 1.405
H -3.254 -3.019 1.056
H 3.210 -0.122 -5.323
H 1.669 1.891 -2.645
H 0.127 2.217 -3.617
H 1.550 3.173 -5.556
H 3.122 2.765 -4.631
H 0.745 0.720 -5.461

Computed properties:
* E_HOMO: -0.334 Ha
* SMILES: O=C(Nc1cccc(C(F)(F)F)c1)Nc1cc(S(=O)(=O)NC2CC2)cnc1-n1ccnc1
* relative energy (zero: lowest compared OMol25 entry of this formula, charge and spin): 0.000 eV
* HOMO-LUMO gap: 8.882 eV

Formally, the natural (NBO) partial charges of the atoms, in units of the elementary charge, are as follows: -0.612, -0.920, -0.920, -0.330, -0.326, -0.323, -0.431, -0.394, 0.792, 0.143, -0.092, -0.068, 0.066, 0.346, -0.175, -0.219, -0.230, -0.287, -0.146, 0.111, 0.166, -0.051, -0.366, -0.643, -0.629, -0.389, -0.843, 0.974, -0.433, -0.424, -0.095, 2.242, 0.213, 0.217, 0.238, 0.229, 0.220, 0.220, 0.237, 0.239, 0.288, 0.432, 0.427, 0.405, 0.228, 0.223, 0.225, 0.234, 0.229

=====

[3]
ORCA calculation (the ωB97M-V functional and the def2-TZVPD basis) on C19H17F4NS2 as an isolated structure at a distorted geometry.

Geometry (Å):
C 3.023 -1.560 0.955
C 2.223 -0.947 2.109
C 0.813 -1.507 2.229
N 0.086 -1.571 0.956
C -1.253 -1.883 1.001
S -2.248 -1.538 2.359
S -2.109 -2.487 -0.306
C 0.821 -2.031 -0.232
C 2.229 -1.476 -0.355
H 3.985 -1.037 0.840
H 3.240 -2.615 1.179
H 2.746 -1.117 3.056
H 2.184 0.140 1.976
H 0.870 -2.501 2.713
H 0.238 -0.873 2.907
H 0.881 -3.135 -0.268
H 0.242 -1.721 -1.106
H 2.198 -0.430 -0.679
H 2.746 -2.031 -1.148
F 0.886 -3.470 5.833
C 0.024 -4.105 4.958
C 0.575 -5.038 4.078
C -0.291 -5.510 3.095
F 0.231 -6.375 2.153
C -1.593 -5.054 2.943
C -2.074 -4.007 3.768
C -3.228 -3.198 3.304
C -4.297 -2.725 4.223
C -5.674 -2.887 3.906
C -6.643 -2.155 4.586
F -7.957 -2.193 4.152
C -6.353 -1.308 5.656
C -5.022 -1.304 6.058
F -4.669 -0.497 7.122
C -4.012 -1.995 5.387
C -1.292 -3.657 4.886
H 1.602 -5.377 4.172
H -2.195 -5.388 2.103
H -3.659 -3.572 2.382
H -5.973 -3.515 3.066
H -7.115 -0.729 6.176
H -2.990 -1.866 5.717
H -1.636 -2.923 5.601

Computed properties:
* E_HOMO: -0.291 Ha
* HOMO-LUMO gap: 6.673 eV

Formally, the natural (NBO) partial charges of the atoms, in units of the elementary charge, are as follows: -0.397, -0.408, -0.225, -0.417, -0.103, 0.159, -0.140, -0.227, -0.409, 0.215, 0.196, 0.220, 0.202, 0.188, 0.232, 0.199, 0.240, 0.201, 0.220, -0.331, 0.429, -0.359, 0.419, -0.327, -0.285, -0.012, -0.176, -0.036, -0.260, 0.414, -0.325, -0.330, 0.426, -0.326, -0.276, -0.290, 0.255, 0.243, 0.250, 0.239, 0.257, 0.228, 0.227

=====

Repeat the second record exactly.
ORCA calculation (the ωB97M-V functional and the def2-TZVPD basis) on one molecule with the formula C19H17F3N6O3S at a distorted geometry.

Geometry (Å):
O -1.797 -2.975 -0.668
O 0.838 -1.836 -4.803
O 3.171 -2.447 -4.266
F -3.097 3.162 1.574
F -2.499 3.410 3.689
F -1.045 2.589 2.217
N 1.492 -0.304 3.872
N 2.878 -0.454 -0.379
C -1.712 -2.123 0.179
C 1.269 -0.997 2.774
C 2.157 0.848 3.477
C 2.351 0.827 2.130
C 2.892 -0.761 -1.668
C 1.752 -0.747 0.310
C -3.888 -0.493 4.207
C -3.691 -1.492 3.250
C -3.389 0.796 4.055
C -2.657 0.216 1.857
C 0.637 -1.548 -1.633
C 0.603 -1.267 -0.269
C -3.062 -1.138 2.037
C -2.813 1.146 2.860
C 1.799 -1.296 -2.307
N -0.593 -1.363 0.487
N -2.709 -2.175 1.127
N 1.759 -0.342 1.650
N 2.627 0.037 -4.524
C -2.358 2.579 2.592
C 1.187 1.958 -3.654
C 2.051 2.511 -4.835
C 1.572 1.060 -4.803
S 2.046 -1.515 -4.046
H 0.835 -1.996 2.717
H 2.528 1.535 4.196
H 2.826 1.581 1.516
H 3.755 -0.456 -2.231
H -4.390 -0.749 5.115
H -3.995 -2.511 3.415
H -3.549 1.493 4.849
H -2.168 0.519 0.909
H -0.214 -1.978 -2.204
H -0.569 -0.927 1.405
H -3.254 -3.019 1.056
H 3.210 -0.122 -5.323
H 1.669 1.891 -2.645
H 0.127 2.217 -3.617
H 1.550 3.173 -5.556
H 3.122 2.765 -4.631
H 0.745 0.720 -5.461

Computed properties:
* E_HOMO: -0.334 Ha
* SMILES: O=C(Nc1cccc(C(F)(F)F)c1)Nc1cc(S(=O)(=O)NC2CC2)cnc1-n1ccnc1
* relative energy (zero: lowest compared OMol25 entry of this formula, charge and spin): 0.000 eV
* HOMO-LUMO gap: 8.882 eV

Formally, the natural (NBO) partial charges of the atoms, in units of the elementary charge, are as follows: -0.612, -0.920, -0.920, -0.330, -0.326, -0.323, -0.431, -0.394, 0.792, 0.143, -0.092, -0.068, 0.066, 0.346, -0.175, -0.219, -0.230, -0.287, -0.146, 0.111, 0.166, -0.051, -0.366, -0.643, -0.629, -0.389, -0.843, 0.974, -0.433, -0.424, -0.095, 2.242, 0.213, 0.217, 0.238, 0.229, 0.220, 0.220, 0.237, 0.239, 0.288, 0.432, 0.427, 0.405, 0.228, 0.223, 0.225, 0.234, 0.229

=====

> Number 2 is which compound?

C19H17F3N6O3S